[1]
{"formula": "C32H44BN8", "method": "ωB97M-V with the def2-TZVPD basis set", "elements": ["B", "H", "H", "H", "H", "N", "C", "C", "C", "C", "H", "H", "H", "H", "H", "N", "C", "C", "C", "C", "H", "H", "H", "H", "H", "N", "C", "C", "C", "C", "H", "H", "H", "H", "H", "N", "C", "C", "C", "C", "H", "H", "H", "H", "H", "N", "C", "C", "C", "C", "H", "H", "H", "H", "H", "N", "C", "C", "C", "C", "H", "H", "H", "H", "H", "N", "C", "C", "C", "C", "H", "H", "H", "H", "H", "N", "C", "C", "C", "C", "H", "H", "H", "H", "H"], "coordinates": [[-0.600, -0.325, -0.294], [-0.066, -1.249, 0.224], [-0.006, 0.639, 0.085], [-0.584, -0.388, -1.490], [-1.711, -0.332, 0.144], [-3.199, -0.430, -2.136], [-3.062, -0.238, -3.480], [-4.312, -0.264, -4.041], [-5.233, -0.534, -2.987], [-4.511, -0.640, -1.828], [-2.394, -0.525, -1.522], [-2.095, -0.130, -3.944], [-4.622, -0.192, -5.071], [-6.298, -0.534, -3.153], [-4.835, -0.782, -0.811], [-1.869, -2.991, 0.973], [-2.769, -3.090, 1.990], [-3.011, -4.420, 2.222], [-2.189, -5.153, 1.316], [-1.492, -4.239, 0.570], [-1.541, -2.137, 0.534], [-3.217, -2.202, 2.406], [-3.608, -4.855, 3.006], [-2.115, -6.226, 1.246], [-0.793, -4.379, -0.239], [-1.286, 0.047, 2.828], [-1.232, -0.540, 4.063], [-2.029, 0.180, 4.912], [-2.555, 1.267, 4.162], [-2.091, 1.149, 2.877], [-0.857, -0.323, 1.994], [-0.654, -1.445, 4.153], [-2.239, -0.008, 5.951], [-3.207, 2.058, 4.498], [-2.330, 1.713, 1.991], [-1.815, 2.578, -1.209], [-1.407, 3.550, -0.347], [-2.043, 4.724, -0.652], [-2.812, 4.449, -1.825], [-2.678, 3.123, -2.127], [-1.441, 1.642, -1.205], [-0.760, 3.301, 0.479], [-1.962, 5.676, -0.157], [-3.391, 5.159, -2.394], [-3.124, 2.517, -2.898], [2.057, -1.638, 1.628], [2.682, -0.726, 2.420], [3.824, -1.323, 2.914], [3.930, -2.578, 2.272], [2.834, -2.758, 1.464], [1.140, -1.485, 1.221], [2.308, 0.276, 2.558], [4.494, -0.893, 3.639], [4.814, -3.198, 2.299], [2.496, -3.567, 0.841], [3.412, 3.320, 0.936], [4.219, 3.958, 1.842], [3.527, 4.045, 3.023], [2.240, 3.489, 2.820], [2.208, 3.059, 1.514], [3.647, 3.076, -0.014], [5.246, 4.167, 1.594], [3.906, 4.534, 3.907], [1.441, 3.333, 3.526], [1.387, 2.667, 0.937], [1.799, 1.409, -1.611], [1.663, 2.394, -2.549], [2.935, 2.794, -2.882], [3.851, 1.964, -2.193], [3.113, 1.160, -1.349], [1.041, 0.869, -1.203], [0.692, 2.841, -2.689], [3.177, 3.662, -3.476], [4.928, 2.003, -2.241], [3.365, 0.385, -0.641], [1.252, -2.397, -2.382], [0.612, -3.408, -3.030], [1.556, -4.242, -3.572], [2.826, -3.673, -3.266], [2.604, -2.539, -2.527], [0.811, -1.597, -1.955], [-0.465, -3.456, -3.005], [1.379, -5.157, -4.111], [3.806, -4.071, -3.475], [3.286, -1.895, -1.999]], "mulliken_charge": [-0.618, -0.730, -0.448, 0.087, 0.206, 0.639, -0.748, -0.412, -0.717, -0.483, 0.120, 0.401, 0.428, 0.388, 0.438, 0.322, -0.447, -0.727, -0.618, -0.553, 0.889, 0.413, 0.401, 0.411, 0.433, 0.787, -0.618, -0.710, -0.730, -0.596, 0.064, 0.497, 0.428, 0.443, 0.471, 0.488, -0.267, -0.796, -0.589, -0.566, 0.477, 0.255, 0.448, 0.411, 0.365, 0.458, -0.456, -0.801, -0.641, -0.522, 0.203, 0.530, 0.438, 0.377, 0.504, 0.158, -0.680, -0.677, -0.472, -0.145, 0.280, 0.385, 0.402, 0.499, 0.195, 0.786, -0.516, -0.438, -1.045, -0.605, -0.136, 0.300, 0.403, 0.485, 0.523, 0.330, -0.368, -0.808, -0.633, -0.429, 0.120, 0.482, 0.416, 0.404, 0.362], "relative_energy_kcal_mol": 0.00, "gap_ev": 8.67, "charge": -1}

---

[2]
{"formula": "C32H44BaNO2P2", "method": "ωB97M-V with the def2-TZVPD basis set", "elements": ["Ba", "C", "C", "C", "P", "C", "C", "C", "C", "C", "C", "C", "C", "C", "N", "C", "C", "C", "C", "C", "C", "P", "C", "C", "C", "C", "C", "C", "H", "H", "H", "H", "H", "H", "H", "H", "H", "H", "H", "H", "H", "H", "H", "H", "H", "H", "H", "H", "H", "H", "H", "H", "H", "H", "H", "H", "H", "H", "H", "H", "H", "H", "H", "H", "C", "C", "O", "C", "C", "C", "C", "C", "C", "O", "H", "H", "H", "H", "H", "H", "H", "H"], "coordinates": [[-0.121, -0.557, -0.017], [0.329, 2.322, -2.880], [0.046, 1.136, -3.813], [1.086, 1.121, -4.924], [-0.164, -0.380, -2.822], [-1.120, -1.629, -3.745], [-0.967, -1.696, -5.257], [-0.996, -3.027, -3.131], [1.647, -1.109, -2.451], [2.219, -1.697, -3.610], [3.390, -2.450, -3.574], [4.008, -2.681, -2.364], [3.504, -2.096, -1.198], [2.387, -1.225, -1.172], [2.068, -0.557, -0.016], [2.588, -0.564, 1.249], [3.993, -0.419, 1.384], [4.657, -0.349, 2.611], [3.933, -0.370, 3.785], [2.541, -0.422, 3.732], [1.821, -0.500, 2.506], [-0.163, -0.380, 2.802], [-0.344, 1.003, 4.009], [0.145, 2.321, 3.396], [-1.810, 1.165, 4.426], [-0.586, -1.934, 3.693], [-0.003, -2.140, 5.085], [-0.294, -3.159, 2.821], [0.351, 3.261, -3.445], [1.294, 2.216, -2.370], [-0.446, 2.425, -2.112], [-0.928, 1.336, -4.279], [2.104, 1.031, -4.531], [1.044, 2.058, -5.492], [0.923, 0.312, -5.640], [-2.162, -1.323, -3.580], [0.013, -2.057, -5.575], [-1.146, -0.724, -5.726], [-1.705, -2.388, -5.680], [-0.006, -3.464, -3.300], [-1.730, -3.708, -3.575], [-1.176, -3.013, -2.050], [1.750, -1.582, -4.575], [3.789, -2.880, -4.486], [4.894, -3.304, -2.304], [4.020, -2.335, -0.273], [4.597, -0.317, 0.483], [5.737, -0.254, 2.626], [4.439, -0.305, 4.742], [2.022, -0.373, 4.679], [0.237, 0.818, 4.916], [-0.409, 2.577, 2.485], [1.209, 2.280, 3.137], [0.018, 3.146, 4.105], [-2.459, 1.367, 3.565], [-1.920, 2.000, 5.127], [-2.189, 0.269, 4.927], [-1.676, -1.894, 3.819], [1.066, -2.369, 5.057], [-0.491, -2.992, 5.573], [-0.157, -1.274, 5.735], [0.781, -3.296, 2.657], [-0.776, -3.081, 1.839], [-0.673, -4.070, 3.299], [-4.865, 0.580, -0.017], [-3.344, 0.698, -0.017], [-2.814, -0.420, -0.017], [-2.758, 2.220, -0.017], [-3.812, 3.193, -0.017], [-3.615, 4.575, -0.017], [-2.335, 5.064, -0.017], [-1.276, 4.159, -0.017], [-1.390, 2.733, -0.017], [-0.258, 2.125, -0.017], [-5.148, -0.480, -0.017], [-5.287, 1.015, -0.926], [-5.287, 1.015, 0.893], [-4.857, 2.908, -0.017], [-4.463, 5.251, -0.017], [-2.135, 6.129, -0.017], [-0.266, 4.580, -0.017], [-0.121, -3.168, -0.017]], "mulliken_charge": [0.897, -1.502, 0.712, -1.656, 0.204, 0.625, -1.572, -1.416, -0.102, -0.465, -1.055, -0.822, -0.263, 0.593, -0.560, 0.624, -0.044, -0.780, -0.947, -0.456, -0.011, 0.391, 0.415, -1.620, -1.599, 0.703, -1.783, -1.345, 0.510, 0.238, 0.114, 0.512, 0.278, 0.490, 0.334, 0.499, 0.243, 0.324, 0.493, 0.252, 0.460, 0.251, 0.191, 0.384, 0.358, 0.535, 0.573, 0.356, 0.394, 0.224, 0.577, 0.184, 0.275, 0.517, 0.222, 0.467, 0.371, 0.497, 0.302, 0.511, 0.339, 0.258, 0.202, 0.500, -1.831, 1.161, -0.631, 0.086, -1.445, -0.916, -0.402, -0.044, 0.947, -0.652, 0.418, 0.384, 0.377, 0.302, 0.350, 0.380, 0.380, -0.270], "gap_ev": 5.29, "charge": -1}

---

[3]
{"formula": "C32H45AgAsO2Sb", "method": "ωB97M-V with the def2-TZVPD basis set", "elements": ["Ag", "C", "C", "O", "O", "H", "H", "H", "C", "C", "C", "C", "Sb", "C", "C", "C", "C", "C", "C", "C", "C", "H", "H", "H", "H", "H", "H", "H", "H", "H", "H", "H", "H", "H", "H", "H", "H", "H", "H", "H", "H", "H", "H", "H", "H", "H", "H", "H", "C", "C", "C", "C", "C", "C", "As", "C", "C", "C", "C", "C", "C", "C", "C", "C", "C", "C", "C", "H", "H", "H", "H", "H", "H", "H", "H", "H", "H", "H", "H", "H", "H", "H"], "coordinates": [[0.511, 0.319, 0.256], [-3.290, -0.096, -1.543], [-1.938, 0.069, -0.881], [-1.447, 1.228, -0.771], [-1.354, -0.978, -0.459], [-3.590, 0.818, -2.049], [-4.028, -0.337, -0.776], [-3.262, -0.930, -2.243], [0.807, 2.703, -3.020], [2.273, 2.279, -2.914], [2.894, 2.182, -4.304], [3.018, 3.326, -2.088], [2.287, 0.405, -1.784], [1.689, -1.145, -3.204], [2.745, -1.502, -4.243], [0.413, -0.662, -3.895], [1.332, -2.373, -2.359], [4.381, 0.011, -1.283], [5.377, 0.338, -2.390], [4.491, -1.467, -0.906], [4.689, 0.845, -0.038], [0.753, 3.689, -3.495], [0.323, 2.767, -2.044], [0.216, 2.012, -3.621], [2.866, 3.168, -4.781], [2.347, 1.495, -4.949], [3.936, 1.861, -4.273], [2.889, 4.309, -2.555], [4.089, 3.128, -2.034], [2.629, 3.393, -1.068], [3.046, -0.642, -4.843], [2.336, -2.255, -4.928], [3.641, -1.931, -3.791], [0.602, 0.149, -4.597], [-0.338, -0.329, -3.174], [-0.020, -1.494, -4.463], [2.182, -2.754, -1.791], [0.994, -3.175, -3.025], [0.520, -2.152, -1.661], [5.172, -0.215, -3.307], [6.387, 0.067, -2.060], [5.391, 1.401, -2.632], [4.365, -2.122, -1.768], [3.760, -1.753, -0.145], [5.486, -1.659, -0.488], [4.652, 1.917, -0.231], [5.697, 0.605, 0.321], [3.989, 0.625, 0.770], [-2.326, -2.201, 5.017], [-1.185, -1.813, 5.709], [-0.122, -1.238, 5.030], [-0.194, -1.050, 3.654], [-1.344, -1.422, 2.962], [-2.405, -2.003, 3.647], [1.238, -0.299, 2.580], [2.183, 0.913, 3.755], [2.151, 2.264, 3.420], [2.797, 3.201, 4.214], [3.483, 2.792, 5.348], [3.526, 1.445, 5.685], [2.880, 0.508, 4.892], [2.440, -1.826, 2.459], [1.892, -3.025, 2.009], [2.702, -4.132, 1.807], [4.068, -4.049, 2.048], [4.619, -2.855, 2.485], [3.809, -1.743, 2.686], [-3.156, -2.647, 5.550], [-1.125, -1.955, 6.781], [0.756, -0.930, 5.584], [-1.428, -1.244, 1.893], [-3.297, -2.288, 3.105], [1.618, 2.581, 2.531], [2.765, 4.249, 3.946], [3.989, 3.521, 5.968], [4.066, 1.124, 6.566], [2.938, -0.542, 5.152], [0.827, -3.097, 1.814], [2.267, -5.060, 1.459], [4.700, -4.913, 1.890], [5.684, -2.782, 2.667], [4.255, -0.813, 3.015]], "mulliken_charge": [0.137, -1.319, 1.066, -0.737, -0.814, 0.328, 0.381, 0.301, -1.659, 1.612, -1.642, -1.834, 1.456, 1.721, -1.612, -1.851, -1.663, 1.768, -1.760, -1.664, -1.550, 0.511, 0.305, 0.304, 0.523, 0.263, 0.237, 0.536, 0.314, 0.316, 0.228, 0.523, 0.274, 0.339, 0.168, 0.546, 0.298, 0.528, 0.144, 0.277, 0.509, 0.301, 0.280, 0.071, 0.583, 0.299, 0.501, 0.118, -0.483, -0.692, -0.281, 0.367, -0.377, -0.696, 0.757, 0.421, -0.562, -0.670, -0.459, -0.938, -0.150, 0.713, -0.694, -0.735, -0.475, -0.799, 0.016, 0.369, 0.405, 0.257, 0.381, 0.443, 0.326, 0.415, 0.387, 0.399, 0.425, 0.378, 0.430, 0.386, 0.437, 0.342], "relative_energy_kcal_mol": 3.47, "gap_ev": 8.45, "charge": 0}

---

no.,LUMO (eV)
1,2.8
2,2.4
3,0.6